1.
Formula: C4H10O
Source: OMol25
Level of theory: ωB97M-V with the def2-TZVPD basis set

Structure (ORCA input):
```
! RIJCOSX wB97M-V def2-TZVPD def2/J DEFGRID3
* xyz 0 1
C 0.016 1.240 -1.268
C 1.046 0.443 -0.473
C 0.414 -0.877 0.142
C -0.749 -0.336 1.098
O -1.648 -1.329 1.495
H -0.544 0.633 -1.987
H 0.527 1.995 -1.910
H -0.784 1.732 -0.622
H 1.587 0.995 0.299
H 1.940 0.164 -1.098
H -0.039 -1.536 -0.624
H 1.076 -1.431 0.731
H -0.354 0.182 2.038
H -1.331 0.366 0.517
H -1.156 -2.241 1.659
*
```

* SMILES: CCCCO
* frontier orbital gap: 11.043 eV
* energy above the lowest of the compared OMol25 structures with the same formula, charge and spin: 1.060 eV
* E_tot: -6356.7433 eV

Atom charges from the natural (NBO) analysis, given in e for atoms 1 to 6: -0.623, -0.411, -0.421, -0.050, -0.724, 0.210

=====

2.
Formula: C4H10O
Source: OMol25
Level of theory: ωB97M-V with the def2-TZVPD basis set

Structure (ORCA input):
```
! RIJCOSX wB97M-V def2-TZVPD def2/J DEFGRID3
* xyz 0 1
C -0.527 -1.323 1.687
C -0.627 -0.482 0.413
C 0.756 0.113 0.376
O 1.091 1.067 1.042
H -0.247 -0.661 2.513
H 0.262 -2.079 1.576
H -1.466 -1.826 1.910
H -0.851 -1.098 -0.469
H -1.394 0.299 0.499
H 1.484 -0.445 -0.253
C 0.293 1.281 -1.885
H 0.369 0.224 -2.156
H -0.750 1.599 -1.886
H 0.958 1.897 -2.484
H 0.651 1.433 -0.883
*
```

* SMILES: CCC=O.C
* frontier orbital gap: 10.705 eV
* energy above the lowest of the compared OMol25 structures with the same formula, charge and spin: 1.303 eV
* E_tot: -6356.5001 eV

Atom charges from the natural (NBO) analysis, given in e for atoms 1 to 6: -0.601, -0.511, 0.447, -0.564, 0.224, 0.205

=====

3.
Formula: C4H10O
Source: OMol25
Level of theory: ωB97M-V with the def2-TZVPD basis set

Structure (ORCA input):
```
! RIJCOSX wB97M-V def2-TZVPD def2/J DEFGRID3
* xyz 0 1
C -1.836 0.922 -0.353
C -0.601 0.518 0.452
C 0.536 0.045 -0.424
C 1.848 -0.358 0.492
O 0.112 -1.075 -1.179
H -2.191 0.081 -0.958
H -1.612 1.756 -1.029
H -2.649 1.236 0.312
H -0.235 1.359 1.051
H -0.853 -0.300 1.140
H 0.889 0.850 -1.096
H 2.181 0.577 0.953
H 1.601 -1.074 1.296
H 2.734 -0.761 -0.051
H 1.059 -1.353 -1.142
*
```

* SMILES: CC[C@@H](C)O
* frontier orbital gap: 11.201 eV
* energy above the lowest of the compared OMol25 structures with the same formula, charge and spin: 0.861 eV
* E_tot: -6356.9419 eV

Atom charges from the natural (NBO) analysis, given in e for atoms 1 to 6: -0.607, -0.419, 0.105, -0.672, -0.711, 0.220

=====

4.
Formula: C4H10O2
Source: OMol25
Level of theory: ωB97M-V with the def2-TZVPD basis set

Structure (ORCA input):
```
! RIJCOSX wB97M-V def2-TZVPD def2/J DEFGRID3
* xyz 0 1
C 0.103 2.924 -0.564
O -0.100 1.577 -0.903
C -0.192 0.752 0.236
C -0.375 -0.700 -0.218
O 0.584 -1.496 0.447
C 0.472 -2.882 0.363
H 0.201 3.485 -1.497
H -0.744 3.332 0.012
H 1.021 3.058 0.031
H 0.729 0.815 0.836
H -1.027 1.086 0.875
H -1.381 -1.071 0.021
H -0.230 -0.745 -1.306
H -0.154 -3.429 1.249
H -0.378 -3.410 -0.045
H 1.470 -3.296 0.463
*
```

* SMILES: COCCOC
* frontier orbital gap: 10.301 eV
* energy above the lowest of the compared OMol25 structures with the same formula, charge and spin: 3.208 eV
* E_tot: -8402.3389 eV

Atom charges from the natural (NBO) analysis, given in e for atoms 1 to 6: -0.247, -0.535, -0.082, -0.073, -0.540, -0.300

=====

5.
Formula: C4H10O2
Source: OMol25
Level of theory: ωB97M-V with the def2-TZVPD basis set

Structure (ORCA input):
```
! RIJCOSX wB97M-V def2-TZVPD def2/J DEFGRID3
* xyz 0 1
O 0.118 -0.583 -1.539
C 1.000 -0.921 -0.497
C 1.742 0.270 0.087
O 2.651 0.756 -0.874
H -0.619 -0.100 -1.139
H 0.477 -1.441 0.325
H 1.734 -1.614 -0.919
H 2.259 -0.054 1.007
H 1.007 1.042 0.375
H 3.080 1.540 -0.513
C -2.527 -0.344 0.328
C -1.953 0.713 0.897
H -3.256 -0.239 -0.471
H -2.294 -1.359 0.643
H -2.188 1.729 0.587
H -1.232 0.605 1.704
*
```

* SMILES: OCCO.C=C
* frontier orbital gap: 11.058 eV
* energy above the lowest of the compared OMol25 structures with the same formula, charge and spin: 1.921 eV
* E_tot: -8403.6264 eV

Atom charges from the natural (NBO) analysis, given in e for atoms 1 to 6: -0.715, -0.082, -0.087, -0.712, 0.472, 0.154

=====

6.
Formula: C4H10O2
Source: OMol25
Level of theory: ωB97M-V with the def2-TZVPD basis set

Structure (ORCA input):
```
! RIJCOSX wB97M-V def2-TZVPD def2/J DEFGRID3
* xyz 0 1
C -1.620 -0.901 -0.363
C -0.713 0.340 -0.445
C 0.616 -0.234 -0.696
O 0.642 -1.408 0.037
C -0.630 -2.037 -0.137
H -2.262 -1.095 -1.244
H -2.284 -0.693 0.498
H -0.637 0.937 0.484
H -1.148 0.990 -1.228
H 1.469 0.392 -0.370
H 0.827 -0.580 -1.726
H -0.435 -2.647 -1.039
H -0.688 -2.724 0.729
O 2.101 2.922 2.026
H 2.324 3.816 2.372
H 2.437 2.924 1.101
*
```

* SMILES: C1CCOC1.O
* frontier orbital gap: 10.180 eV
* energy above the lowest of the compared OMol25 structures with the same formula, charge and spin: 1.380 eV
* E_tot: -8404.1667 eV

Atom charges from the natural (NBO) analysis, given in e for atoms 1 to 6: -0.444, -0.436, -0.075, -0.531, -0.088, 0.214